[1]
Molecular formula: C4H11O4
Method: DFT, ωB97M-V with the def2-TZVPD basis set

Summary:
Orbital gap   7.90 eV
HOMO level   -4.28 eV
F_max   4.61 eV/Å
LUMO   3.6290 eV
ΔE to the lowest compared entry with this formula, charge and spin   55.8 kcal/mol
E_tot   -459.961444 a.u.

Structure (ORCA input):
```
! RIJCOSX wB97M-V def2-TZVPD def2/J DEFGRID3
* xyz -1 1
O -2.558 2.078 2.553
C -1.636 1.505 2.032
C -1.180 1.624 0.582
C -0.988 0.326 -0.204
C 0.364 0.411 -1.061
O 0.856 -0.777 -1.272
H -0.937 0.885 2.782
H -0.098 2.035 0.488
H -1.783 2.364 0.115
H -0.828 -0.547 0.465
H -1.914 0.138 -0.784
H 0.198 0.884 -2.083
H 1.096 1.110 -0.468
H 0.898 -2.899 -2.601
H 1.628 -1.601 -2.323
O 1.766 -2.500 -2.840
H 1.823 -1.091 0.205
H 1.971 -2.391 0.808
O 2.258 -1.561 0.971
*
```

***

[2]
Molecular formula: C27H56O5PPdSi
Method: DFT, ωB97M-V with the def2-TZVPD basis set

Summary:
Orbital gap (spin up / spin down)   10.06 / 7.58 eV
HOMO level (spin up / spin down)   -11.65 / -11.50 eV
F_max   0.43 eV/Å
LUMO (spin up / spin down)   -1.5819 / -3.9200 eV
⟨S²⟩   2.004
ΔE to the lowest compared entry with this formula, charge and spin   0.0 kcal/mol
E_tot   -2197.174381 a.u.

Structure (ORCA input):
```
! RIJCOSX wB97M-V def2-TZVPD def2/J DEFGRID3
* xyz 1 3
Pd -0.353 -1.903 0.536
C 1.181 -2.377 -2.199
O 0.314 -3.094 -1.311
C 0.970 -4.197 -0.660
C -0.102 -4.927 0.108
O -0.695 -4.091 1.111
C -0.172 -4.142 2.450
C -1.120 -3.275 3.245
O -1.054 -1.902 2.832
C -0.305 -1.064 3.718
H 1.528 -3.051 -2.984
H 2.028 -1.961 -1.653
H 0.589 -1.577 -2.630
H 1.746 -3.806 0.001
H 1.419 -4.863 -1.401
H 0.282 -5.851 0.544
H -0.921 -5.167 -0.571
H 0.841 -3.745 2.478
H -0.187 -5.172 2.815
H -0.926 -3.357 4.315
H -2.141 -3.602 3.043
H -0.659 -1.208 4.740
H -0.496 -0.037 3.413
H 0.761 -1.272 3.638
C 3.639 -3.375 2.464
Si 3.111 -1.824 1.545
C 4.078 -1.784 -0.065
C 3.707 -0.349 2.544
O 1.494 -1.787 1.402
H 4.719 -3.357 2.630
H 3.410 -4.292 1.912
H 3.157 -3.445 3.443
H 5.142 -1.701 0.165
H 3.805 -0.912 -0.667
H 3.944 -2.678 -0.680
H 4.688 -0.555 2.977
H 3.017 -0.114 3.358
H 3.799 0.534 1.910
O -0.134 -0.026 -0.502
P -0.923 1.284 -0.570
C -0.889 2.087 1.067
C 0.466 1.926 1.783
C 1.495 2.973 1.359
C 0.944 4.389 1.509
C -0.351 4.575 0.723
C -1.400 3.538 1.130
C -0.167 2.298 -1.897
C 0.521 1.429 -2.965
C 1.265 2.307 -3.973
C 0.343 3.349 -4.603
C -0.317 4.199 -3.522
C -1.109 3.316 -2.558
C -2.703 1.118 -0.993
C -2.939 0.111 -2.138
C -2.863 -1.348 -1.679
C -3.791 -1.615 -0.492
C -3.544 -0.629 0.650
C -3.674 0.805 0.154
H -1.607 1.456 1.606
H 0.851 0.918 1.622
H 0.284 2.034 2.857
H 1.805 2.794 0.324
H 2.389 2.862 1.973
H 1.685 5.120 1.180
H 0.751 4.584 2.569
H -0.138 4.512 -0.345
H -0.757 5.573 0.900
H -2.310 3.657 0.535
H -1.678 3.734 2.169
H 0.633 2.845 -1.391
H -0.218 0.818 -3.492
H 1.218 0.749 -2.475
H 1.708 1.674 -4.743
H 2.088 2.818 -3.462
H -0.431 2.842 -5.189
H 0.906 3.981 -5.291
H -0.972 4.950 -3.965
H 0.458 4.735 -2.964
H -1.878 2.782 -3.123
H -1.618 3.935 -1.816
H -2.953 2.118 -1.358
H -2.246 0.284 -2.963
H -3.944 0.292 -2.529
H -1.827 -1.596 -1.417
H -3.129 -2.000 -2.513
H -3.667 -2.643 -0.140
H -4.828 -1.509 -0.824
H -2.541 -0.773 1.070
H -4.247 -0.816 1.464
H -3.567 1.517 0.974
H -4.685 0.945 -0.242
*
```

***

[3]
Molecular formula: C2H3F3NO
Method: DFT, ωB97M-V with the def2-TZVPD basis set

Summary:
Orbital gap   10.50 eV
HOMO level   -16.39 eV
F_max   3.60 eV/Å
LUMO   -5.8885 eV
ΔE to the lowest compared entry with this formula, charge and spin   35.5 kcal/mol
E_tot   -507.088637 a.u.

Structure (ORCA input):
```
! RIJCOSX wB97M-V def2-TZVPD def2/J DEFGRID3
* xyz 1 1
C -1.063 0.084 -0.730
C -1.052 1.477 -0.257
N 1.927 -1.641 0.536
O -1.042 -0.865 -1.300
F 1.356 -0.412 0.178
F 0.918 -2.538 0.229
F 2.009 -1.588 1.865
H -1.103 1.538 0.828
H -1.767 1.995 -0.751
H -0.183 1.949 -0.597
*
```